Entry 1:
The following is a DFT calculation (ωB97M-V with the def2-TZVPD basis set) of a cluster of 9 separate species, C32H58F18N10O2P3 in total in a non-equilibrium geometry.

Atoms and positions in Å:
C 7.08 -7.09 -2.28
C 7.77 -5.88 -2.99
N 6.95 -4.68 -2.91
C 6.59 -4.06 -1.74
C 5.94 -2.89 -2.06
N 5.76 -2.77 -3.43
C 6.44 -3.90 -3.97
C 5.19 -1.70 -4.21
H 6.14 -7.38 -2.74
H 6.95 -7.06 -1.20
H 7.65 -8.01 -2.45
H 7.88 -6.09 -4.06
H 8.75 -5.62 -2.58
H 6.91 -4.48 -0.80
H 5.50 -2.17 -1.39
H 6.49 -4.12 -5.03
H 5.24 -0.80 -3.59
H 4.15 -1.85 -4.49
H 5.84 -1.42 -5.05
C -8.67 -2.26 2.06
C -7.25 -2.48 2.69
N -6.26 -1.69 2.11
C -4.95 -2.02 2.00
C -4.19 -0.90 1.78
N -5.05 0.18 1.72
C -6.33 -0.33 1.83
C -4.70 1.57 1.76
H -9.10 -1.34 2.44
H -9.18 -3.14 2.47
H -8.80 -2.50 1.01
H -6.98 -3.52 2.50
H -7.28 -2.21 3.74
H -4.59 -3.02 2.19
H -3.11 -0.80 1.76
H -7.21 0.30 1.81
H -3.62 1.76 1.71
H -5.18 2.09 2.59
H -5.27 2.06 0.97
C 2.40 -6.58 0.85
C 1.54 -5.31 1.03
N 0.39 -5.27 0.16
C -0.77 -6.07 0.23
C -1.40 -5.98 -0.98
N -0.76 -5.05 -1.76
C 0.38 -4.67 -1.10
C -1.12 -4.66 -3.11
H 3.31 -6.55 1.45
H 2.74 -6.79 -0.16
H 1.85 -7.44 1.23
H 2.18 -4.47 0.76
H 1.31 -5.15 2.08
H -0.95 -6.70 1.09
H -2.24 -6.53 -1.40
H 1.15 -4.03 -1.51
H -0.78 -5.45 -3.78
H -0.58 -3.80 -3.51
H -2.19 -4.50 -3.17
C -2.24 0.88 9.19
C -2.78 1.45 7.82
N -1.67 1.63 6.95
C -0.98 0.66 6.30
C -0.10 1.30 5.45
N -0.25 2.66 5.58
C -1.21 2.89 6.49
C 0.63 3.64 5.03
H -1.87 1.68 9.84
H -1.58 0.00 9.20
H -3.17 0.64 9.70
H -3.24 2.43 7.91
H -3.53 0.80 7.37
H -0.98 -0.37 6.63
H 0.76 0.84 4.99
H -1.60 3.84 6.80
H 0.02 4.39 4.52
H 1.13 3.13 4.20
H 1.38 4.10 5.67
C -4.56 0.61 -5.29
C -4.13 0.95 -3.87
N -3.76 2.34 -3.68
C -4.66 3.38 -3.45
C -4.04 4.61 -3.64
N -2.67 4.37 -3.75
C -2.53 2.99 -3.77
C -1.64 5.35 -4.04
H -4.09 1.21 -6.06
H -5.61 0.85 -5.45
H -4.37 -0.46 -5.43
H -3.24 0.43 -3.50
H -4.88 0.76 -3.10
H -5.69 3.17 -3.20
H -4.37 5.64 -3.72
H -1.56 2.55 -3.91
H -2.12 6.33 -3.95
H -1.26 5.28 -5.06
H -0.81 5.32 -3.33
C 1.81 2.31 -0.94
C 1.37 0.87 -0.92
O 1.42 0.30 0.19
O 1.00 0.38 -2.00
H 1.29 2.89 -0.17
H 1.73 2.69 -1.96
H 2.86 2.40 -0.68
P -2.22 7.99 0.94
F -3.07 9.23 1.49
F -2.47 7.16 2.25
F -3.64 7.55 0.25
F -1.48 6.68 0.42
F -1.82 8.81 -0.42
F -0.87 8.56 1.76
P 6.73 1.97 3.46
F 5.17 1.59 3.79
F 6.33 2.65 2.02
F 6.67 3.34 4.22
F 8.31 2.20 2.99
F 7.12 1.26 4.94
F 6.76 0.51 2.74
P 4.62 4.50 -6.59
F 3.18 5.13 -7.10
F 5.14 4.61 -8.16
F 5.37 5.97 -6.36
F 6.03 3.76 -6.17
F 4.07 4.52 -5.14
F 3.89 3.11 -6.84

Output
HOMO energy in eV: -8.412
Orbital gap in eV: 4.03
Charge: +1



Entry 2:
The following is a DFT calculation (ωB97M-V with the def2-TZVPD basis set) of a structure of composition C26H23AlNO2PS2.

Atoms and positions in Å:
Al 0.09 -0.32 0.31
N 2.16 0.22 -0.04
C 2.76 1.55 0.10
C 4.14 1.67 0.17
C 4.71 2.93 0.29
C 3.90 4.06 0.34
C 2.52 3.92 0.27
C 1.93 2.66 0.15
P 0.15 2.34 0.02
C -0.39 3.35 -1.39
C -0.53 2.71 -2.62
C -0.89 3.42 -3.75
C -1.13 4.79 -3.66
C -1.01 5.43 -2.43
C -0.64 4.72 -1.30
C -0.61 3.16 1.46
C -1.99 3.36 1.43
C -2.64 3.85 2.55
C -1.92 4.14 3.70
C -0.55 3.94 3.73
C 0.10 3.44 2.61
H 2.36 -0.17 -0.96
H 2.60 -0.42 0.61
H 4.77 0.79 0.12
H 5.78 3.03 0.35
H 4.34 5.04 0.44
H 1.89 4.80 0.31
H -0.38 1.64 -2.69
H -1.01 2.91 -4.70
H -1.42 5.35 -4.54
H -1.20 6.50 -2.36
H -0.57 5.22 -0.35
H -2.56 3.11 0.55
H -3.72 3.99 2.53
H -2.44 4.52 4.58
H 0.01 4.16 4.63
H 1.17 3.26 2.65
S -2.13 -0.13 0.06
C -2.47 0.18 1.79
C -3.80 0.41 2.14
C -4.17 0.67 3.44
C -3.21 0.69 4.44
C -1.89 0.45 4.11
C -1.50 0.19 2.80
S 0.24 -0.10 2.51
H -4.55 0.39 1.35
H -5.21 0.85 3.68
H -3.48 0.89 5.47
H -1.13 0.46 4.89
C 2.37 -3.43 -0.31
C 0.95 -3.08 -0.67
O 0.19 -3.86 -1.18
O 0.63 -1.82 -0.39
H 2.53 -4.50 -0.43
H 2.58 -3.14 0.72
H 3.06 -2.89 -0.96

Output
HOMO energy in eV: -7.150
Energy relative to the best compared isomer or geometry (same formula, charge and spin) in kcal/mol: 18.8
Orbital gap in eV: 7.19



Entry 3:
The following is a DFT calculation (ωB97M-V with the def2-TZVPD basis set) of a structure of composition C3H2LuO2 in a non-equilibrium geometry.

Atoms and positions in Å:
O -0.88 0.93 -0.22
O -0.69 -1.16 0.14
C -2.17 0.54 -0.12
C -2.10 -0.85 0.18
C -0.03 -0.08 0.03
H -2.59 -1.23 1.08
Lu 2.49 0.13 0.08
H -2.70 -0.74 -0.95

Output
HOMO energy in eV: -21.759
Energy relative to the best compared isomer or geometry (same formula, charge and spin) in kcal/mol: 0.0
Orbital gap in eV: 3.70
Charge: +3



Entry 4:
The following is a DFT calculation (ωB97M-V with the def2-TZVPD basis set) of a cluster of 2 separate species, C4H9NO in total.

Atoms and positions in Å:
C 0.40 1.55 -1.06
C 0.95 0.40 -0.70
C 0.22 -0.89 -0.51
C 0.14 -1.70 0.73
N -1.04 -0.98 0.22
H 1.02 2.36 -1.44
H -0.67 1.73 -1.00
H 2.03 0.29 -0.72
H 0.28 -1.46 -1.44
H 0.54 -1.30 1.66
H 0.19 -2.78 0.61
H -1.68 -1.62 -0.25
O -0.82 1.52 1.69
H -0.40 2.10 1.05
H -1.16 0.78 1.16

Output
Structure (SMILES): C=C[C@H]1CN1.O
HOMO energy in eV: -9.882
Energy relative to the best compared isomer or geometry (same formula, charge and spin) in kcal/mol: 61.4
Orbital gap in eV: 10.73



Entry 5:
The following is a DFT calculation (ωB97M-V with the def2-TZVPD basis set) of an isolated molecule of C4H7NO in a non-equilibrium geometry.

Atoms and positions in Å:
H -2.62 -2.03 0.13
N -2.63 -1.10 -0.30
C -1.54 -0.49 -0.05
C -0.90 0.81 -0.34
C 0.66 0.54 0.49
C 1.89 0.00 -0.11
O -0.43 -0.84 0.64
H -1.31 1.67 0.15
H -0.57 0.97 -1.36
H 0.75 0.80 1.53
H 2.31 -0.78 0.48
H 2.60 0.81 -0.13
H 1.78 -0.36 -1.13

Output
Structure (SMILES): [H]/N=C1/C[C@H](C)O1
HOMO energy in eV: -9.700
Energy relative to the best compared isomer or geometry (same formula, charge and spin) in kcal/mol: 87.0
Orbital gap in eV: 10.53



Entry 6:
The following is a DFT calculation (ωB97M-V with the def2-TZVPD basis set) of a cluster of 14 separate species, C8H40O13 in total in a non-equilibrium geometry.

Atoms and positions in Å:
C -1.99 2.28 2.19
C -1.97 1.58 0.87
C -1.14 0.38 0.88
C 0.19 0.64 0.93
C -1.73 -1.72 -0.33
C -1.86 -0.98 0.75
C -2.70 -1.51 2.00
C -0.95 -1.46 -1.61
H -2.34 1.60 3.09
H -2.57 3.09 2.09
H -1.01 2.64 2.47
H -1.75 2.22 -0.08
H -3.00 1.21 0.68
H 0.37 1.63 1.29
H 0.99 0.08 0.72
H -2.40 -2.59 -0.24
H -2.93 -0.50 2.52
H -3.62 -2.00 1.60
H -2.17 -2.23 2.71
H -1.07 -0.42 -1.89
H -1.04 -1.90 -2.58
H 0.13 -1.56 -1.50
H 2.23 -1.10 3.22
H 3.62 -2.11 2.90
O 3.16 -1.20 2.78
H 4.48 2.39 -0.96
H 3.46 1.47 -1.57
O 4.42 1.88 -1.78
H -4.39 2.37 0.49
H -3.73 2.69 -0.79
O -4.36 3.09 -0.10
H 2.94 -3.67 0.81
H 3.18 -2.03 1.04
O 2.97 -2.74 0.36
H -2.49 3.48 -2.52
H -1.57 2.11 -2.90
O -2.06 2.67 -2.20
H 3.97 -1.64 -2.65
H 4.28 -0.24 -2.46
O 3.74 -0.83 -3.08
H 3.51 1.81 1.35
H 3.16 0.71 0.28
O 3.13 1.66 0.48
H -0.13 -0.91 2.90
H 0.66 -2.39 3.06
O 0.65 -1.39 3.14
H 0.90 4.33 1.09
H 2.08 3.37 0.50
O 1.81 4.11 0.96
H 1.16 -3.48 1.33
H 0.31 -4.76 1.95
O 1.14 -4.25 1.88
H -4.63 0.40 -1.26
H -3.40 -0.10 -0.64
O -4.31 0.16 -0.44
H 0.04 -0.29 -4.24
H 0.70 0.83 -4.90
O -0.14 0.61 -4.39
H 1.56 -3.04 -3.87
H 1.50 -1.86 -2.99
O 1.04 -2.56 -3.28

Output
HOMO energy in eV: -9.117
Energy relative to the best compared isomer or geometry (same formula, charge and spin) in kcal/mol: 97.2
Orbital gap in eV: 9.11



Entry 7:
The following is a DFT calculation (ωB97M-V with the def2-TZVPD basis set) of a cluster of 2 separate species, C2H10NO in total in a non-equilibrium geometry.

Atoms and positions in Å:
C 0.34 -1.35 0.54
N 0.91 -1.22 -0.84
H 0.53 -1.86 -1.53
H 0.64 -0.24 -1.07
H 1.93 -1.19 -0.78
H 0.48 -2.34 1.00
H -0.75 -1.38 0.67
H 0.66 -0.57 1.21
C -0.60 1.90 0.37
O -0.83 0.90 -0.59
H -1.74 0.68 -0.78
H 0.46 2.15 0.32
H -0.93 1.64 1.36
H -1.08 2.87 0.13

Output
HOMO energy in eV: -14.975
Energy relative to the best compared isomer or geometry (same formula, charge and spin) in kcal/mol: 29.2
Orbital gap in eV: 11.37
Charge: +1



Entry 8:
The following is a DFT calculation (ωB97M-V with the def2-TZVPD basis set) of a cluster of 3 separate species, C31H58F5INO15S2 in total in a non-equilibrium geometry.

Atoms and positions in Å:
C -2.75 -4.65 -1.80
C -2.97 -3.33 -1.24
C -2.47 -2.88 0.22
O -2.03 -4.17 0.74
C -3.84 -2.56 0.98
C -5.21 -2.91 0.17
C -6.39 -2.58 1.25
C -7.58 -3.68 1.11
C -8.76 -3.22 0.15
O -9.17 -4.02 -0.70
O -9.30 -1.92 0.37
O -4.09 -1.25 1.49
C -2.91 -0.64 2.08
C -2.57 -1.46 3.38
C -1.40 -0.96 4.33
O -0.32 -0.22 3.73
C -3.39 0.78 2.67
C -4.79 0.70 3.52
C -5.80 1.90 3.15
S -6.74 2.29 4.73
O -5.97 3.17 5.66
O -8.09 2.84 4.34
O -7.05 0.79 5.46
C -1.86 -0.52 0.87
C -2.28 0.63 -0.20
C -3.58 0.42 -1.07
C -3.35 1.15 -2.51
I -5.45 1.31 -0.38
N -1.35 -1.83 0.28
C -0.24 -2.27 1.25
O 0.71 -3.21 0.76
C 1.08 -4.19 1.76
C 2.17 -5.24 1.28
S -0.46 -1.67 -1.25
O -0.06 -3.01 -1.87
O -1.28 -1.18 -2.44
C 1.01 -0.59 -1.36
F 0.77 0.55 -2.18
F 1.99 -1.28 -2.15
C 1.86 -0.02 -0.16
F 2.62 -0.97 0.56
F 2.88 0.75 -0.78
F 1.23 0.91 0.67
H -3.41 -5.52 -1.46
H -1.95 -4.85 -2.59
H -3.50 -2.63 -1.98
H -2.80 -4.76 0.88
H -3.93 -3.27 1.89
H -5.41 -2.22 -0.70
H -5.33 -4.02 -0.04
H -6.02 -2.70 2.33
H -6.82 -1.53 1.10
H -8.03 -3.74 2.17
H -7.18 -4.73 0.89
H -9.26 -1.51 -0.53
H -2.38 -2.60 3.23
H -3.49 -1.52 4.07
H -1.87 -0.29 5.14
H -0.97 -1.86 4.91
H 0.51 -0.65 4.06
H -2.62 1.25 3.39
H -3.63 1.59 1.93
H -5.27 -0.33 3.50
H -4.50 0.89 4.62
H -6.58 1.54 2.41
H -5.24 2.83 2.77
H -7.23 0.17 4.71
H -1.03 0.09 1.38
H -1.42 0.87 -0.93
H -2.35 1.66 0.31
H -3.79 -0.68 -1.17
H -4.08 0.79 -3.30
H -2.28 1.11 -2.87
H -3.57 2.27 -2.32
H 0.39 -1.40 1.64
H -0.61 -2.77 2.20
H 1.52 -3.60 2.65
H 0.18 -4.78 2.17
H 2.02 -6.22 1.86
H 3.22 -4.83 1.47
H 2.00 -5.50 0.17
C 5.50 5.07 -1.57
O 4.91 4.67 -0.34
C 4.76 3.26 -0.24
C 5.87 2.64 0.61
O 7.14 2.78 -0.01
C 7.89 3.86 0.53
H 5.83 6.11 -1.47
H 6.36 4.46 -1.83
H 4.75 5.02 -2.37
H 4.73 2.80 -1.24
H 3.80 3.07 0.24
H 5.68 1.57 0.70
H 5.87 3.07 1.61
H 8.32 3.56 1.50
H 7.29 4.76 0.66
H 8.71 4.09 -0.15
C 7.29 1.68 -5.34
O 8.46 1.99 -6.08
C 8.42 3.30 -6.64
C 9.23 4.29 -5.80
O 8.65 4.48 -4.52
C 9.31 3.72 -3.51
H 7.49 0.80 -4.72
H 6.98 2.50 -4.68
H 6.47 1.44 -6.03
H 7.39 3.64 -6.76
H 8.87 3.23 -7.64
H 9.22 5.26 -6.31
H 10.27 3.97 -5.72
H 10.25 4.22 -3.24
H 9.51 2.70 -3.82
H 8.66 3.70 -2.63

Output
HOMO energy in eV: -10.369
Orbital gap in eV: 5.09
Charge: +1



Entry 9:
The following is a DFT calculation (ωB97M-V with the def2-TZVPD basis set) of a structure of composition C22H21F6N3O2 in a non-equilibrium geometry.

Atoms and positions in Å:
C 3.57 -2.82 3.58
C 3.88 -4.24 3.11
C 2.60 -5.08 2.60
H 1.91 -5.09 3.32
H 3.16 -6.29 2.42
C 2.35 -4.75 1.32
N 1.64 -3.49 1.42
C 0.18 -3.51 1.78
C -0.20 -2.19 1.61
C -1.26 -1.25 1.88
C -1.41 -0.01 1.67
C -0.24 0.44 0.87
C 1.08 -0.22 0.37
C 0.88 -1.48 0.99
N 1.90 -2.52 0.67
H 1.91 0.26 0.17
C -0.11 2.10 0.42
O -0.84 2.86 1.17
N 0.31 2.43 -0.68
H 0.87 1.76 -1.09
C 0.42 3.67 -1.14
C -0.61 3.96 -1.97
C -0.33 4.31 -3.39
C -1.20 4.48 -4.28
C -2.79 4.03 -4.26
C -2.96 3.92 -2.91
C -1.78 3.76 -1.96
H -2.40 3.49 -0.84
C -4.27 3.67 -2.39
F -4.81 4.76 -1.79
F -5.27 3.46 -3.56
F -4.53 2.45 -1.81
H -3.36 4.34 -4.92
C -0.69 4.72 -5.92
F -0.26 3.64 -6.52
F 0.00 5.70 -5.81
F -1.86 5.14 -6.74
H 0.84 4.62 -3.55
H 1.39 4.04 -1.42
H 0.11 4.36 -0.05
H -2.00 0.86 1.78
H -2.09 -1.60 2.74
O -0.26 -4.55 2.48
C -1.50 -4.37 2.90
H -2.38 -4.19 2.16
H -1.68 -3.52 3.60
H -1.84 -5.25 3.22
H 3.18 -4.43 0.51
H 1.50 -5.61 0.83
H 4.71 -4.42 2.60
H 4.23 -4.86 4.08
H 2.65 -2.90 4.19
H 4.26 -2.36 3.89
H 3.40 -2.22 2.65

Output
HOMO energy in eV: -7.405
Orbital gap in eV: 7.25



Entry 10:
The following is a DFT calculation (ωB97M-V with the def2-TZVPD basis set) of a cluster of 2 separate species, CH3BrOS in total in a non-equilibrium geometry.

Atoms and positions in Å:
C -0.21 -0.75 0.05
O -0.44 0.22 1.04
S -1.39 1.52 0.67
Br 2.28 1.80 -1.28
H 0.39 -0.23 -0.78
H -1.16 -1.10 -0.20
H 0.52 -1.46 0.51

Output
HOMO energy (spin up / spin down) in eV: -8.839 / -8.958
Energy relative to the best compared isomer or geometry (same formula, charge and spin) in kcal/mol: 91.0
Orbital gap (spin up / spin down) in eV: 4.15 / 4.32



Entry 11:
The following is a DFT calculation (ωB97M-V with the def2-TZVPD basis set) of a cluster of 2 separate species, C4H13NS in total.

Atoms and positions in Å:
C 0.34 2.97 -1.44
C 0.28 1.74 -0.54
S -0.41 2.18 1.08
H 0.98 3.73 -1.00
H -0.66 3.39 -1.58
H 0.73 2.70 -2.42
H 1.27 1.31 -0.41
H -0.35 0.97 -0.99
H -0.65 0.92 1.46
C 1.01 -1.75 0.36
N -0.23 -1.44 1.05
C -1.34 -2.26 0.58
H 1.84 -1.20 0.80
H 1.26 -2.82 0.36
H 0.94 -1.43 -0.68
H -0.10 -1.62 2.04
H -1.53 -2.02 -0.47
H -2.23 -2.03 1.15
H -1.13 -3.34 0.65

Output
Structure (SMILES): CCS.CNC
HOMO energy in eV: -8.603
Energy relative to the best compared isomer or geometry (same formula, charge and spin) in kcal/mol: 7.8
Orbital gap in eV: 9.52



Entry 12:
The following is a DFT calculation (ωB97M-V with the def2-TZVPD basis set) of the ion C5H7N2 with charge +1 in a non-equilibrium geometry.

Atoms and positions in Å:
C 2.72 0.12 -0.19
C 2.00 1.19 0.02
C 1.97 -1.20 -0.08
C 0.15 0.01 0.11
C -2.23 -0.16 -0.08
N 0.72 -1.11 0.04
N -0.98 0.56 0.10
H 3.75 -0.01 -0.58
H 1.81 2.30 0.12
H 2.60 -1.96 0.29
H -2.33 -1.22 -0.11
H -2.95 0.12 0.57
H -2.52 0.24 -1.11
H -1.01 1.55 0.09

Output
HOMO energy in eV: -14.005
Energy relative to the best compared isomer or geometry (same formula, charge and spin) in kcal/mol: 136.5
Orbital gap in eV: 8.01
Charge: +1